DFT (the ωB97M-V functional and the def2-TZVPD basis) results for a structure of composition C55H68AsFIN12O3SSi3Zr in a non-equilibrium geometry.

XYZ file:
```
146
Properties=species:S:1:pos:R:3
Zr -0.756 -1.151 0.825
S -3.628 1.298 3.938
C -4.835 0.534 2.958
C -6.185 0.382 3.242
C -6.968 -0.295 2.329
C -6.414 -0.769 1.141
C -5.072 -0.622 0.860
C -4.242 0.019 1.783
N -2.878 0.199 1.703
C -2.424 0.855 2.738
C -1.026 1.146 2.984
C -0.694 2.088 3.969
C 0.627 2.362 4.257
C 1.621 1.703 3.549
C 1.279 0.770 2.579
C -0.041 0.425 2.266
H -6.607 0.780 4.153
H -8.014 -0.461 2.536
H -7.052 -1.255 0.419
H -4.683 -1.005 -0.067
H -1.477 2.611 4.503
H 0.885 3.083 5.018
H 2.662 1.908 3.763
H 2.090 0.291 2.033
C -3.906 3.305 -4.964
C -4.292 3.455 -3.496
N -3.331 2.792 -2.626
C -3.522 1.494 -2.342
C -2.676 0.736 -1.581
C -2.885 -0.757 -1.491
O -3.583 -1.328 -2.328
O -2.273 -1.361 -0.554
C -1.543 1.339 -0.958
O -0.668 0.699 -0.299
C -1.380 2.756 -1.228
C -0.307 3.453 -0.659
C 0.012 4.714 -1.076
F 1.105 5.305 -0.537
C -0.698 5.361 -2.109
C -1.829 4.707 -2.593
C -2.206 3.432 -2.155
N -0.307 6.579 -2.640
C 0.399 7.597 -1.905
C 1.870 7.671 -2.329
N 1.921 7.948 -3.793
C 1.174 6.909 -4.552
C -0.282 6.837 -4.056
H -4.643 3.807 -5.583
H -3.878 2.255 -5.242
H -2.927 3.732 -5.167
H -5.267 2.995 -3.330
H -4.378 4.502 -3.203
H -4.394 1.021 -2.771
H 0.296 2.967 0.093
H -2.414 5.212 -3.341
H 0.328 7.423 -0.834
H -0.081 8.562 -2.112
H 2.370 6.721 -2.135
H 2.388 8.459 -1.782
H 2.896 7.995 -4.117
H 1.498 8.869 -3.974
H 1.667 5.949 -4.385
H 1.198 7.137 -5.618
H -0.787 6.041 -4.601
H -0.794 7.781 -4.276
N -3.240 -4.138 -2.775
C -2.665 -5.122 -2.089
N -2.878 -6.393 -2.440
N -1.860 -4.943 -1.060
C -1.254 -3.969 -0.557
N -0.541 -3.235 0.015
H -3.824 -4.359 -3.564
H -3.236 -3.150 -2.502
H -3.549 -6.643 -3.146
H -2.427 -7.123 -1.912
I -5.916 -4.384 1.614
C -4.380 -3.339 2.596
C -4.425 -3.054 3.951
C -3.344 -2.390 4.511
C -2.283 -2.024 3.700
N -2.257 -2.263 2.385
C -3.284 -2.915 1.853
H -5.268 -3.343 4.558
H -3.330 -2.166 5.564
H -1.413 -1.524 4.112
H -3.243 -3.119 0.789
C 1.631 -4.350 -2.191
Si 2.634 -3.357 -0.889
C 4.426 -3.091 -1.522
C 2.791 -4.457 0.674
As 1.606 -1.178 -0.449
Si 3.675 0.182 -0.311
C 4.800 0.368 -1.858
C 3.157 1.988 0.141
C 4.711 -0.531 1.154
Si 1.215 -0.653 -2.758
C 2.374 -1.416 -4.088
C -0.515 -1.311 -3.254
C 1.268 1.257 -3.033
H 2.220 -4.565 -3.077
H 0.733 -3.829 -2.513
H 1.328 -5.305 -1.776
H 4.921 -4.040 -1.702
H 5.026 -2.551 -0.796
H 4.443 -2.526 -2.447
H 3.262 -5.397 0.404
H 1.816 -4.694 1.090
H 3.403 -4.005 1.451
H 4.201 0.503 -2.752
H 5.448 -0.486 -2.017
H 5.441 1.237 -1.743
H 3.303 2.669 -0.691
H 3.741 2.371 0.974
H 2.111 2.032 0.432
H 4.465 -1.574 1.339
H 4.546 0.023 2.073
H 5.775 -0.485 0.948
H 2.471 -2.487 -3.951
H 3.372 -0.993 -4.087
H 1.960 -1.250 -5.079
H -0.493 -1.853 -4.195
H -1.239 -0.510 -3.374
H -0.887 -1.998 -2.494
H 2.270 1.588 -3.282
H 0.961 1.785 -2.136
H 0.615 1.561 -3.846
N 7.614 -3.486 7.646
C 6.648 -3.487 7.034
C 5.467 -3.472 6.251
C 5.040 -4.634 5.609
C 3.901 -4.618 4.826
C 3.188 -3.433 4.686
C 3.604 -2.273 5.336
C 4.742 -2.288 6.117
N 2.032 -3.380 3.876
C 1.047 -4.318 3.775
C 0.139 -3.819 2.887
N 0.546 -2.590 2.434
C 1.693 -2.373 3.050
H 5.609 -5.542 5.719
H 3.583 -5.515 4.317
H 3.016 -1.372 5.240
H 5.075 -1.396 6.624
H 1.064 -5.229 4.336
H -0.752 -4.298 2.536
H 2.329 -1.523 2.902
```

Summary:
largest force on an atom: 3.10 eV/Å
highest occupied orbital energy: -13.87 eV
multiplicity: 1
E_tot: -6966.0665 hartree
total charge: +3
frontier orbital gap: 7.1 eV



DFT (the ωB97M-V functional and the def2-TZVPD basis) results for a structure of composition C55H72As2BrN3O7P2W in a non-equilibrium geometry.

XYZ file:
```
143
Properties=species:S:1:pos:R:3
W -0.433 -0.493 0.108
N 1.951 -0.436 -1.427
C 1.712 -1.329 -2.514
C 2.731 -1.823 -3.271
C 2.509 -2.713 -4.341
C 1.236 -3.074 -4.642
C 0.148 -2.550 -3.899
C -1.172 -2.865 -4.267
C -2.193 -2.247 -3.621
C -1.895 -1.385 -2.562
N -0.693 -1.122 -2.088
C 0.371 -1.671 -2.805
H 2.226 0.455 -1.828
H 2.763 -0.767 -0.914
H 3.743 -1.504 -3.039
H 3.339 -3.088 -4.927
H 1.027 -3.743 -5.469
H -1.357 -3.562 -5.078
H -3.228 -2.402 -3.899
H -2.725 -0.862 -2.117
C -6.105 0.719 -0.823
C -4.808 0.037 -0.477
C -4.770 -1.319 -0.090
C -3.584 -1.952 0.232
C -2.449 -1.175 0.127
Br -0.932 -1.799 2.482
N -2.485 0.087 -0.173
C -3.612 0.731 -0.488
H -6.746 0.793 0.058
H -6.656 0.147 -1.569
H -5.942 1.724 -1.210
H -5.701 -1.875 -0.032
H -3.549 -2.992 0.525
H -3.555 1.782 -0.736
C 3.812 0.696 5.190
C 3.081 -0.552 4.753
C 3.943 -1.792 4.714
O 2.414 -0.277 3.437
P 2.431 -0.854 2.005
O 1.316 -0.160 1.242
C 2.280 -2.647 1.970
P 1.505 -3.275 0.469
O 0.476 -2.305 -0.059
O 0.935 -4.637 0.887
C -0.126 -5.511 0.277
C -1.470 -4.841 0.402
C 0.252 -5.876 -1.137
O 2.617 -3.394 -0.611
C 3.758 -4.373 -0.526
C 5.021 -3.603 -0.217
C 3.833 -5.084 -1.852
O 3.790 -0.658 1.266
C 4.701 0.515 1.286
C 4.909 0.931 -0.153
C 5.989 0.083 1.944
H 3.872 0.702 6.279
H 3.277 1.595 4.880
H 4.830 0.735 4.809
H 2.224 -0.709 5.404
H 4.720 -1.709 3.948
H 3.364 -2.702 4.560
H 4.448 -1.888 5.676
H 1.703 -2.994 2.822
H 3.287 -3.067 2.024
H -0.080 -6.382 0.923
H -1.516 -3.934 -0.200
H -1.697 -4.597 1.439
H -2.225 -5.540 0.038
H 0.376 -4.983 -1.758
H -0.543 -6.485 -1.567
H 1.168 -6.463 -1.162
H 3.518 -5.078 0.273
H 5.313 -2.995 -1.077
H 5.827 -4.312 -0.021
H 4.921 -2.952 0.650
H 4.042 -4.368 -2.651
H 2.918 -5.618 -2.090
H 4.652 -5.804 -1.817
H 4.199 1.301 1.853
H 5.152 0.053 -0.757
H 5.754 1.618 -0.215
H 4.036 1.427 -0.582
H 6.513 -0.640 1.316
H 5.816 -0.364 2.919
H 6.638 0.951 2.080
O -0.114 1.325 -0.588
As 0.221 2.617 -1.693
C -1.282 3.151 -2.722
C -1.259 4.427 -3.286
C -2.235 4.775 -4.208
C -3.203 3.852 -4.584
C -3.193 2.569 -4.053
C -2.226 2.212 -3.124
C 1.510 2.231 -3.041
C 1.096 1.454 -4.126
C 1.938 1.304 -5.215
C 3.176 1.939 -5.231
C 3.572 2.732 -4.162
C 2.740 2.888 -3.062
C 0.862 3.993 -0.577
C 0.127 5.159 -0.384
C 0.629 6.148 0.451
C 1.848 5.966 1.093
C 2.568 4.789 0.914
C 2.076 3.796 0.081
H -0.484 5.140 -3.037
H -2.232 5.766 -4.642
H -3.956 4.131 -5.311
H -3.929 1.842 -4.377
H -2.192 1.208 -2.729
H 0.112 1.000 -4.142
H 1.619 0.712 -6.064
H 3.825 1.834 -6.091
H 4.518 3.257 -4.196
H 3.042 3.538 -2.254
H -0.825 5.306 -0.873
H 0.071 7.065 0.594
H 2.241 6.746 1.733
H 3.521 4.656 1.412
H 2.633 2.878 -0.053
C -0.893 3.203 2.084
As -1.148 1.301 2.215
C -3.054 1.359 2.599
C -0.413 1.109 4.104
C -1.407 1.148 5.153
C -2.095 -0.056 5.563
C -2.954 -0.029 6.614
C -3.195 1.198 7.290
C -2.527 2.401 6.902
C -1.675 2.380 5.850
H -1.373 3.661 2.944
H -1.376 3.557 1.178
H 0.161 3.466 2.050
H -3.218 1.918 3.515
H -3.463 0.354 2.699
H -3.563 1.879 1.794
H 0.286 1.939 4.194
H 0.113 0.157 4.075
H -1.903 -0.975 5.027
H -3.456 -0.930 6.941
H -3.911 1.228 8.104
H -2.703 3.315 7.457
H -1.161 3.284 5.543
```

Summary:
largest force on an atom: 2.03 eV/Å
highest occupied orbital energy (spin up / spin down): -16.67 / -17.32 eV
multiplicity: 3
E_tot: -10624.2880 hartree
total charge: +4
frontier orbital gap (spin up / spin down): 6.9 / 4.7 eV



DFT (the ωB97M-V functional and the def2-TZVPD basis) results for a structure of composition C55H74Br3N5O28 in a non-equilibrium geometry.

XYZ file:
```
165
Properties=species:S:1:pos:R:3
C -3.075 6.014 1.254
C -2.918 7.362 1.785
C -3.936 8.281 1.648
C -5.147 7.818 1.257
C -5.379 6.509 0.833
C -4.278 5.650 0.741
N -6.265 8.775 1.450
O -6.169 9.454 2.397
O -7.233 8.904 0.669
H -2.206 5.375 1.312
H -1.973 7.785 2.092
H -3.706 9.307 1.893
H -6.362 6.195 0.514
H -4.285 4.647 0.340
C -0.606 -1.315 -0.185
C -0.108 -0.947 1.073
C -0.648 0.221 1.670
C -1.552 1.068 0.966
C -2.009 0.665 -0.283
C -1.538 -0.556 -0.801
N -2.209 2.258 1.646
O -3.398 2.521 1.323
O -1.549 2.749 2.598
H -0.220 -2.204 -0.662
H 0.762 -1.386 1.538
H -0.067 0.545 2.521
H -2.571 1.407 -0.833
H -1.777 -0.821 -1.820
C -5.635 -1.410 2.352
C -6.016 -2.694 2.371
C -6.465 -3.208 1.173
C -6.362 -2.506 -0.062
C -5.935 -1.155 0.010
C -5.505 -0.657 1.189
N -6.761 -3.043 -1.390
O -7.289 -4.122 -1.393
O -6.513 -2.480 -2.421
H -5.520 -0.971 3.332
H -6.143 -3.277 3.271
H -6.794 -4.224 1.008
H -5.901 -0.477 -0.829
H -5.267 0.396 1.158
C 2.175 -2.233 4.563
C 2.915 -1.870 5.692
C 2.362 -1.479 6.866
C 0.964 -1.633 7.030
C 0.169 -2.004 5.883
C 0.776 -2.326 4.629
N 0.275 -1.201 8.248
O -0.941 -0.951 8.230
O 0.925 -1.178 9.244
H 2.669 -2.443 3.626
H 3.984 -1.792 5.567
H 2.954 -0.909 7.567
H -0.894 -1.812 5.908
H 0.252 -2.439 3.691
C 7.401 -2.317 -1.344
C 7.050 -2.688 -0.046
C 5.675 -2.687 0.414
C 4.612 -2.414 -0.436
C 5.009 -2.039 -1.758
C 6.342 -1.828 -2.107
N 3.257 -2.661 -0.099
O 2.921 -2.532 1.032
O 2.412 -3.041 -0.880
H 8.432 -2.427 -1.646
H 7.791 -2.872 0.718
H 5.489 -2.917 1.453
H 4.189 -1.709 -2.379
H 6.544 -1.408 -3.081
C 1.837 1.032 -1.217
C 2.891 1.568 -2.171
O 4.077 1.809 -1.354
C 5.325 1.519 -1.760
O 5.715 0.907 -2.780
O 6.158 1.867 -0.810
C 7.463 1.332 -0.801
H 1.229 1.832 -0.793
H 2.365 0.451 -0.460
H 1.262 0.312 -1.799
H 2.497 2.397 -2.757
H 3.330 0.769 -2.769
H 7.451 0.430 -0.189
H 8.051 2.088 -0.281
H 7.820 1.040 -1.788
C 1.673 4.584 2.693
C 1.854 3.233 2.087
O 3.175 2.813 2.189
C 3.493 1.553 2.369
O 2.647 0.611 2.358
O 4.822 1.431 2.437
C 5.478 0.167 2.898
H 2.253 5.430 2.323
H 1.812 4.426 3.763
H 0.687 4.982 2.454
H 1.483 3.270 1.063
H 1.098 2.554 2.480
H 6.178 -0.023 2.085
H 4.746 -0.622 3.071
H 6.041 0.092 3.829
C -0.839 4.816 -1.504
C 0.640 4.501 -1.935
O 1.055 5.569 -2.775
C 0.779 5.652 -4.157
O -0.183 5.066 -4.720
O 1.581 6.474 -4.673
C 1.870 6.252 -6.071
H -1.548 5.141 -2.266
H -0.883 5.656 -0.811
H -1.248 3.991 -0.920
H 0.788 3.520 -2.386
H 1.297 4.457 -1.066
H 0.992 6.448 -6.687
H 2.282 5.263 -6.275
H 2.702 6.870 -6.408
C -7.288 2.319 -0.792
C -6.153 3.211 -0.645
O -5.464 3.546 -1.766
C -4.749 2.531 -2.404
O -4.540 1.338 -2.025
O -4.143 3.119 -3.402
C -2.996 2.527 -3.934
H -7.728 2.002 0.154
H -7.096 1.486 -1.468
H -8.037 2.964 -1.252
H -5.466 2.905 0.144
H -6.394 4.211 -0.283
H -2.675 3.045 -4.837
H -3.193 1.528 -4.324
H -2.204 2.392 -3.197
C -0.266 -5.564 -2.371
C 0.708 -6.065 -3.388
O 1.407 -4.804 -3.775
C 2.560 -4.982 -4.506
O 2.849 -6.066 -5.086
O 3.247 -3.897 -4.530
C 4.181 -3.626 -5.613
H -0.777 -6.387 -1.872
H -1.044 -4.915 -2.774
H 0.208 -4.901 -1.647
H 0.082 -6.442 -4.196
H 1.436 -6.778 -3.002
H 5.154 -3.489 -5.141
H 3.964 -2.806 -6.298
H 4.417 -4.427 -6.314
C 0.991 -4.917 1.211
C 0.472 -6.217 1.635
O 1.570 -6.867 2.293
C 1.305 -7.885 3.063
O 0.174 -8.302 3.520
O 2.504 -8.391 3.321
C 2.689 -9.396 4.268
H 1.883 -5.031 0.595
H 1.325 -4.323 2.062
H 0.217 -4.335 0.711
H 0.183 -6.762 0.737
H -0.417 -6.124 2.258
H 3.685 -9.767 4.023
H 2.025 -10.205 3.965
H 2.487 -9.288 5.333
C -5.013 -1.778 -5.066
Br -4.135 -1.704 -6.838
Br -6.146 -0.276 -4.739
Br -3.607 -1.870 -3.670
H -5.569 -2.712 -5.151
```

Summary:
largest force on an atom: 6.79 eV/Å
highest occupied orbital energy: -9.86 eV
multiplicity: 1
E_tot: -12242.0435 hartree
frontier orbital gap: 8.8 eV



In the order shown, the computed energy above the lowest of the compared OMol25 structures with the same formula, charge and spin values come out to 0.000, 0.000, 4.926 eV.